{
  "formula": "C5H10O2",
  "method": "ωB97M-V/def2-TZVPD",
  "e_above_lowest_kcal_mol": 11.87,
  "total_charge": -1,
  "spin_multiplicity": 2,
  "homo_lumo_gap_ev": [3.40, 5.98],
  "energy_ev": -9440.01773,
  "symbols": ["O", "O", "C", "C", "C", "C", "C", "H", "H", "H", "H", "H", "H", "H", "H", "H", "H"],
  "xyz": [[0.55378, 2.91597, 0.64165], [-1.59370, -1.04689, 1.18053], [0.24542, -0.61544, -0.30704], [0.48754, -0.48301, 2.22942], [-0.45178, -0.58359, -1.51690], [0.04823, -0.64188, -2.82556], [-0.24544, -0.76507, 0.96657], [1.17209, 0.36247, 2.16868], [1.01037, -0.91620, -3.19585], [0.83832, 3.60643, 0.02877], [1.01430, -1.33923, 2.67891], [-1.98085, -1.18211, 0.31215], [1.30476, -0.49534, -0.35788], [-0.29971, -0.22306, 2.95479], [-0.67010, -0.37330, -3.58081], [-1.53632, -0.51058, -1.43168], [0.10307, 2.29083, 0.05427]],
  "atomic_forces_ev_per_a": [[-0.064, 0.309, -0.434], [-0.384, 0.048, 0.317], [-0.072, 0.045, 0.409], [-0.784, -0.197, 0.462], [0.165, -0.228, -0.243], [-1.128, 0.376, -0.077], [0.470, 0.196, -0.126], [0.080, -0.012, -0.143], [0.696, -0.115, 0.319], [0.013, -0.110, 0.205], [0.125, -0.066, -0.101], [-0.030, -0.157, -0.184], [0.822, 0.123, -0.072], [0.312, 0.124, 0.082], [-0.121, -0.069, -0.500], [-0.180, 0.115, -0.146], [0.081, -0.380, 0.232]]
}

=====

{
  "formula": "C5H10O2",
  "method": "ωB97M-V/def2-TZVPD",
  "e_above_lowest_kcal_mol": 44.82,
  "total_charge": -1,
  "spin_multiplicity": 2,
  "homo_lumo_gap_ev": [1.92, 5.26],
  "energy_ev": -9438.58889,
  "symbols": ["O", "O", "C", "C", "C", "C", "C", "H", "H", "H", "H", "H", "H", "H", "H", "H", "H"],
  "xyz": [[-4.56600, -2.41933, -3.84014], [1.58774, -1.13526, 1.84298], [1.73218, -0.32216, 0.67808], [2.06175, -0.90452, -0.47298], [-0.49502, 2.85044, 0.96507], [1.35410, 1.07730, 0.71953], [0.10216, 1.47397, 1.24396], [-4.84490, -3.36052, -3.79138], [-5.06399, -2.12786, -4.60893], [0.36537, 3.47194, 1.11080], [-0.42856, 0.69201, 1.83291], [2.17705, -2.08048, -0.50091], [1.78222, 1.69077, -0.04177], [1.45587, -0.90056, 2.74625], [-1.04456, 2.93198, -0.01448], [-1.24872, 3.29314, 1.74816], [2.14530, -0.22392, -1.30540]],
  "atomic_forces_ev_per_a": [[-0.534, -1.185, -0.151], [0.119, -1.825, -2.425], [-0.636, 1.785, 2.411], [0.578, -3.427, -0.209], [-1.352, -0.675, 1.398], [-0.642, -0.488, 0.967], [-0.718, -0.639, 0.728], [0.465, 0.834, 0.226], [0.059, 0.348, -0.083], [0.431, 1.143, -0.829], [0.046, 0.824, -0.430], [0.204, 2.663, -0.256], [0.362, 0.290, -0.615], [-0.161, 1.810, 0.186], [0.824, 0.270, 0.544], [1.080, -1.191, -1.037], [-0.126, -0.536, -0.424]]
}

=====

{
  "formula": "C5H10O2",
  "method": "ωB97M-V/def2-TZVPD",
  "e_above_lowest_kcal_mol": 6.72,
  "total_charge": -1,
  "spin_multiplicity": 2,
  "homo_lumo_gap_ev": [3.70, 6.21],
  "energy_ev": -9440.24107,
  "symbols": ["O", "O", "C", "C", "C", "C", "C", "H", "H", "H", "H", "H", "H", "H", "H", "H", "H"],
  "xyz": [[-0.42766, 0.93696, -1.45744], [-1.28687, -1.85882, -1.40801], [-1.42662, 0.47087, 2.07621], [1.09706, 0.37730, 0.31520], [-0.18521, 0.66477, -0.09520], [-1.35821, 0.54987, 0.67558], [2.29620, 0.34025, -0.57947], [-0.96503, -2.76165, -1.27454], [2.78189, -0.64226, -0.52588], [1.25881, 0.14408, 1.36031], [-0.56036, 0.66360, 2.68840], [3.07597, 1.04943, -0.31592], [-0.20781, 0.17243, -2.00076], [2.01802, 0.53117, -1.61629], [-1.42994, -1.49690, -0.51640], [-2.28777, 0.48696, 0.12759], [-2.39245, 0.37196, 2.54662]],
  "atomic_forces_ev_per_a": [[0.000, 0.399, -0.282], [-0.066, -0.672, -0.111], [-0.066, -0.144, -0.549], [0.081, 0.352, 0.030], [-0.040, -0.741, -0.219], [0.064, 0.165, 0.718], [-0.229, -0.299, 0.049], [-0.077, 0.397, 0.070], [0.054, -0.081, -0.197], [-0.118, -0.092, 0.020], [0.078, -0.009, 0.184], [0.268, 0.417, 0.096], [-0.001, -0.211, 0.295], [0.067, -0.006, -0.046], [0.218, 0.292, -0.023], [-0.170, 0.219, -0.240], [-0.063, 0.017, 0.204]]
}

=====

{
  "formula": "C5H10O2",
  "method": "ωB97M-V/def2-TZVPD",
  "e_above_lowest_kcal_mol": 44.23,
  "total_charge": 0,
  "smiles": "C[C@@H]1OC[C@H](C)O1",
  "homo_lumo_gap_ev": 10.85,
  "energy_ev": -9441.12508,
  "symbols": ["O", "O", "C", "C", "C", "C", "C", "H", "H", "H", "H", "H", "H", "H", "H", "H", "H"],
  "xyz": [[-0.74566, -0.70498, 1.13835], [-0.09182, 0.12218, -0.89070], [2.28614, 0.28821, -0.67723], [-2.40887, 0.34395, -0.21702], [0.49634, -0.00274, 1.25650], [-1.16455, -0.49741, -0.23353], [1.01302, -0.34800, -0.11863], [-1.31682, -1.47973, -0.71207], [1.10653, -0.42121, 2.06278], [-3.20386, -0.25327, 0.23852], [-2.22009, 1.21953, 0.41018], [-2.71238, 0.66556, -1.21626], [0.31170, 1.06663, 1.40502], [0.81483, -1.45208, 0.04283], [2.16249, 1.38226, -0.69191], [2.49300, -0.00323, -1.71383], [3.18000, 0.07433, -0.08299]],
  "atomic_forces_ev_per_a": [[-0.291, 0.297, 0.231], [-0.106, -0.168, -0.038], [-0.084, -0.125, 0.120], [-0.104, 0.057, -0.023], [-0.021, 0.076, 0.181], [-0.418, -0.086, 0.112], [0.143, 0.100, 0.154], [-0.116, 0.048, 0.367], [-0.333, -0.013, -0.023], [0.007, 0.188, -0.089], [-0.099, -0.051, -0.132], [0.060, -0.105, 0.073], [0.220, -0.004, 0.025], [1.695, 0.416, -1.356], [-0.118, -0.335, 0.116], [-0.201, -0.159, 0.267], [-0.234, -0.135, 0.013]]
}

=====

{
  "formula": "C5H10O2",
  "method": "ωB97M-V/def2-TZVPD",
  "e_above_lowest_kcal_mol": 58.45,
  "total_charge": 0,
  "smiles": "COC[C@H]1C[C@H]1O",
  "homo_lumo_gap_ev": 10.03,
  "energy_ev": -9440.50824,
  "symbols": ["O", "O", "C", "C", "C", "C", "C", "H", "H", "H", "H", "H", "H", "H", "H", "H", "H"],
  "xyz": [[0.87704, -0.43854, 0.55011], [-1.01960, 1.60346, 0.98181], [-1.68251, 0.91251, -0.03116], [2.26249, -0.48757, 0.80031], [-0.91103, 0.04218, -0.97971], [-1.86844, -0.57531, 0.01863], [0.58457, -0.08020, -0.79039], [2.71839, 0.51133, 0.72915], [-0.27652, 1.04344, 1.25964], [-1.42711, -1.09751, 0.86280], [-2.49284, 1.51881, -0.42740], [2.77101, -1.15657, 0.08981], [-1.21205, 0.04009, -2.02549], [1.00203, -0.83743, -1.47280], [1.06977, 0.88328, -1.02248], [2.39731, -0.87478, 1.81286], [-2.79253, -1.00718, -0.35569]],
  "atomic_forces_ev_per_a": [[-0.036, 0.001, 0.007], [0.183, -0.128, 0.137], [-0.256, 0.010, -0.242], [0.247, -0.022, 0.066], [0.092, 0.047, -0.110], [-0.073, -0.122, 0.077], [-0.027, 0.020, -0.189], [-0.066, -0.140, -0.007], [-0.108, 0.122, 0.033], [-0.049, 0.099, -0.132], [0.135, -0.134, 0.047], [-0.099, 0.090, 0.109], [0.048, 0.030, 0.167], [-0.067, 0.078, 0.108], [-0.063, -0.126, 0.015], [-0.001, 0.075, -0.146], [0.140, 0.101, 0.061]]
}

=====

{
  "formula": "C5H10O2",
  "method": "ωB97M-V/def2-TZVPD",
  "e_above_lowest_kcal_mol": 60.08,
  "total_charge": 0,
  "smiles": "O=CCCO.C=C",
  "homo_lumo_gap_ev": 10.60,
  "energy_ev": -9440.43768,
  "symbols": ["O", "O", "C", "C", "C", "C", "C", "H", "H", "H", "H", "H", "H", "H", "H", "H", "H"],
  "xyz": [[2.06881, -0.27432, 1.03542], [-2.04420, -1.21782, -0.88174], [-1.68994, 1.68967, 0.09209], [-0.43552, 2.02113, 0.37833], [-0.85375, -1.41726, -0.92150], [0.07334, -1.30255, 0.26248], [1.44731, -0.77120, -0.13319], [-2.24031, 0.94876, 0.66614], [-2.22059, 2.12536, -0.75079], [0.16898, -2.29624, 0.71867], [2.91613, 0.11128, 0.78192], [-0.37136, -1.71839, -1.87892], [1.33416, 0.02324, -0.88864], [2.04457, -1.57794, -0.58705], [0.11124, 2.74621, -0.21950], [0.11079, 1.57165, 1.20527], [-0.38283, -0.64492, 1.00534]],
  "atomic_forces_ev_per_a": [[0.262, 0.073, 0.003], [0.524, -0.175, -0.024], [0.159, 0.076, 0.041], [-0.143, -0.013, -0.047], [-0.309, -0.036, 0.030], [-0.061, 0.028, 0.074], [-0.189, -0.163, -0.344], [0.111, 0.131, -0.058], [0.097, -0.018, 0.115], [-0.005, 0.085, -0.057], [-0.117, -0.064, 0.126], [-0.073, 0.044, 0.065], [-0.003, -0.080, 0.167], [-0.075, 0.157, 0.058], [-0.100, -0.044, 0.064], [-0.119, 0.106, -0.111], [0.039, -0.108, -0.102]]
}

=====

{
  "formula": "C5H10O2",
  "method": "ωB97M-V/def2-TZVPD",
  "e_above_lowest_kcal_mol": 55.09,
  "total_charge": 0,
  "smiles": "C=CCO.CC=O",
  "homo_lumo_gap_ev": 10.48,
  "energy_ev": -9440.65392,
  "symbols": ["O", "O", "C", "C", "C", "C", "C", "H", "H", "H", "H", "H", "H", "H", "H", "H", "H"],
  "xyz": [[1.99083, 0.33398, 0.88299], [-2.20275, 0.62710, -1.43963], [1.71485, -0.71629, -0.03187], [0.46071, -1.40916, 0.41216], [-0.49738, -1.81476, -0.41540], [-0.80775, 1.83636, 0.09991], [-1.94160, 0.93678, -0.30002], [-0.28116, 1.45136, 0.97892], [-1.37342, -2.34679, -0.05419], [-0.45238, -1.62387, -1.48605], [-0.10752, 1.94646, -0.73112], [1.59019, -0.34218, -1.06068], [-2.59443, 0.60977, 0.53808], [-1.23226, 2.80962, 0.35223], [0.39266, -1.58912, 1.48489], [2.54346, -1.44272, -0.03744], [2.85636, 0.69942, 0.66615]],
  "atomic_forces_ev_per_a": [[0.248, 0.169, -0.021], [0.120, 0.090, 0.512], [-0.107, -0.330, -0.223], [-0.098, -0.101, -0.168], [0.139, 0.009, 0.159], [0.109, -0.242, -0.171], [-0.162, 0.190, -0.299], [-0.124, 0.046, -0.137], [0.141, 0.073, -0.035], [0.015, 0.002, 0.190], [-0.086, 0.043, 0.114], [0.021, -0.032, 0.196], [0.046, -0.085, -0.126], [-0.003, 0.073, 0.048], [-0.021, -0.013, -0.143], [-0.106, 0.123, 0.012], [-0.131, -0.015, 0.091]]
}

=====

{
  "formula": "C5H10O2",
  "method": "ωB97M-V/def2-TZVPD",
  "e_above_lowest_kcal_mol": 93.06,
  "total_charge": 0,
  "smiles": "OC[C@H]1CCOC1",
  "homo_lumo_gap_ev": 10.21,
  "energy_ev": -9439.00762,
  "symbols": ["O", "O", "C", "C", "C", "C", "C", "H", "H", "H", "H", "H", "H", "H", "H", "H", "H"],
  "xyz": [[2.19396, 1.00290, 0.14222], [-1.29412, -0.03996, -1.14253], [-0.20276, 0.61137, 0.88720], [-1.24967, 0.99642, -0.16274], [0.06969, -0.86615, 0.54974], [-1.05492, -1.24145, -0.45392], [1.45951, -0.55804, -0.05494], [0.79245, 1.16634, 0.70152], [-0.81562, -2.02035, -1.19226], [-1.96960, -1.57414, 0.08302], [-0.46369, 0.74021, 1.93016], [2.26460, -1.02974, 0.47594], [2.14868, 1.58745, -0.64682], [-2.23114, 1.11542, 0.30798], [-0.99635, 1.90925, -0.70782], [1.43534, -0.60413, -1.13111], [0.06195, -1.56973, 1.40516]],
  "atomic_forces_ev_per_a": [[0.060, -2.024, -0.840], [-0.019, 0.122, -0.040], [-0.347, 0.757, 0.406], [-0.283, 0.449, 0.175], [0.702, 0.971, 0.002], [0.474, 0.045, 0.137], [1.346, 0.841, -0.480], [-2.589, -0.300, 1.038], [0.152, 0.235, 0.212], [0.463, 0.150, 0.041], [-0.639, 0.176, 0.085], [0.316, -0.523, -0.381], [-0.233, -1.057, 0.308], [-0.129, 0.021, -0.153], [-0.118, -0.013, 0.138], [0.393, -0.413, -0.253], [0.452, 0.562, -0.395]]
}

=====

{
  "formula": "C5H10O2",
  "method": "ωB97M-V/def2-TZVPD",
  "e_above_lowest_kcal_mol": 28.27,
  "total_charge": 0,
  "smiles": "C[C@@H]1OC[C@H](C)O1",
  "homo_lumo_gap_ev": 11.07,
  "energy_ev": -9441.81727,
  "symbols": ["O", "O", "C", "C", "C", "C", "C", "H", "H", "H", "H", "H", "H", "H", "H", "H", "H"],
  "xyz": [[-0.16024, -0.36365, -0.89533], [-0.68244, 0.13647, 1.22992], [-2.37665, 0.42911, -0.43128], [-1.21140, -0.40209, 0.04362], [0.63459, -0.36865, 1.30079], [2.02773, 0.57590, -0.64645], [1.06417, -0.50052, -0.17875], [1.48696, -1.49733, -0.36905], [-1.50718, -1.45571, 0.21546], [-3.19724, 0.37356, 0.28982], [1.60700, 1.56651, -0.44188], [2.19951, 0.48636, -1.72314], [0.65555, -1.34353, 1.81149], [-2.05166, 1.46868, -0.52980], [1.24820, 0.34398, 1.86004], [2.99360, 0.48900, -0.13641], [-2.73048, 0.06192, -1.39907]],
  "atomic_forces_ev_per_a": [[-0.033, 0.005, -0.023], [-0.081, 0.022, 0.043], [-0.009, -0.006, 0.004], [-0.305, -0.042, -0.072], [0.247, -0.061, 0.038], [0.021, 0.023, -0.019], [0.253, -0.002, 0.046], [-0.065, 0.135, 0.030], [0.067, 0.136, 0.009], [0.128, 0.000, -0.092], [0.058, -0.144, -0.019], [-0.031, 0.026, 0.136], [-0.036, 0.149, -0.076], [-0.061, -0.144, -0.020], [-0.085, -0.127, -0.086], [-0.141, -0.022, -0.048], [0.073, 0.052, 0.149]]
}

=====

{
  "formula": "C5H10O2",
  "method": "ωB97M-V/def2-TZVPD",
  "e_above_lowest_kcal_mol": 96.71,
  "total_charge": 0,
  "smiles": "C=C/C(O)=C/C.O",
  "homo_lumo_gap_ev": 7.96,
  "energy_ev": -9438.84915,
  "symbols": ["O", "O", "C", "C", "C", "C", "C", "H", "H", "H", "H", "H", "H", "H", "H", "H", "H"],
  "xyz": [[-1.89951, -2.57187, 0.36361], [0.59810, -0.89004, 0.54303], [0.25211, 1.51976, 0.58194], [0.91369, 1.63579, 1.93629], [-0.26883, 0.69284, -2.39070], [0.56188, 0.33594, -0.06412], [0.61979, 0.18130, -1.52120], [-0.71091, 1.96062, 0.31052], [-2.05746, -1.71070, 0.77729], [-0.52195, 0.26651, -3.34687], [0.18455, 1.86832, 2.72784], [-0.94148, 1.51227, -2.10669], [1.29025, -0.60360, -1.87355], [1.25495, 0.65596, 2.29994], [-2.65844, -3.07383, 0.69260], [1.72652, 2.35788, 1.96788], [0.29460, -1.60156, -0.02742]],
  "atomic_forces_ev_per_a": [[-0.512, 0.259, 0.389], [1.554, 0.529, 1.446], [1.181, -2.441, 0.655], [-1.807, -0.574, 1.206], [-0.268, 0.353, 0.849], [-1.734, 0.924, -1.044], [-1.689, -0.420, -1.185], [1.113, 1.070, -0.643], [0.333, -0.025, -0.169], [0.772, 0.074, -0.417], [0.168, 0.555, -0.127], [0.198, -0.421, 0.185], [-0.128, -0.034, 0.144], [0.410, 0.198, -0.487], [0.276, -0.186, -0.244], [-0.012, 0.021, -0.107], [0.145, 0.118, -0.451]]
}

=====

{
  "formula": "C5H10O2",
  "method": "ωB97M-V/def2-TZVPD",
  "e_above_lowest_kcal_mol": 132.21,
  "total_charge": 0,
  "homo_lumo_gap_ev": 8.29,
  "energy_ev": -9437.30979,
  "symbols": ["O", "O", "C", "C", "C", "C", "C", "H", "H", "H", "H", "H", "H", "H", "H", "H", "H"],
  "xyz": [[-0.54413, -0.30823, -1.90540], [-0.14217, -1.03266, 1.30878], [1.66959, -0.43938, -0.12966], [0.87835, -1.41024, 0.64374], [-1.88903, 0.90269, 0.57241], [0.04755, 0.64012, -1.11320], [-0.50911, 1.10732, 0.04437], [0.76128, 1.25817, -1.66178], [-2.45799, 1.82961, 0.41821], [-0.86983, -0.99370, -1.30396], [1.95445, -1.35088, 1.21509], [2.04793, 0.45375, 0.35327], [2.29494, -0.84493, -0.93100], [0.08693, 1.85900, 0.56299], [0.93332, -2.43795, 0.21356], [-2.40500, 0.08274, 0.07109], [-1.85709, 0.68457, 1.64149]],
  "atomic_forces_ev_per_a": [[-0.067, -0.226, 0.159], [0.252, 0.215, 0.203], [0.232, -0.006, 0.273], [0.106, -0.057, -0.369], [-0.026, -0.070, -0.051], [-0.094, 0.267, 0.191], [0.042, -0.022, -0.215], [0.091, -0.306, 0.216], [0.029, -0.113, 0.008], [-0.169, 0.018, -0.133], [0.167, -0.135, -0.230], [-0.171, -0.026, 0.020], [0.023, 0.117, 0.211], [-0.070, -0.145, -0.074], [-0.319, 0.329, -0.109], [0.016, 0.114, 0.057], [-0.041, 0.046, -0.157]]
}

=====

{
  "formula": "C5H10O2",
  "method": "ωB97M-V/def2-TZVPD",
  "e_above_lowest_kcal_mol": 53.80,
  "total_charge": 0,
  "smiles": "C[C@H]1OCCC1=O.[H][H]",
  "homo_lumo_gap_ev": 10.59,
  "energy_ev": -9440.71010,
  "symbols": ["O", "O", "C", "C", "C", "C", "C", "H", "H", "H", "H", "H", "H", "H", "H", "H", "H"],
  "xyz": [[1.18873, -0.23638, -0.83515], [-1.86858, 0.40424, 0.74700], [1.66882, 0.33106, 0.38103], [-0.70583, 0.28762, 0.44348], [0.47669, 1.05991, 0.99182], [-0.17607, -0.58651, -0.69042], [-0.97523, -0.22364, -1.92561], [-0.60303, -0.72145, -2.82174], [-2.02034, -0.49363, -1.75014], [-0.24246, -1.50507, 2.06693], [-0.27604, -1.65832, -0.44862], [-0.94200, -1.25769, 2.06991], [-0.92150, 0.86025, -2.06884], [2.05386, -0.45120, 1.05355], [0.37397, 2.06995, 0.58088], [0.47194, 1.12552, 2.08161], [2.49707, 0.99536, 0.12431]],
  "atomic_forces_ev_per_a": [[0.017, 0.028, -0.115], [0.490, 0.054, -0.135], [0.128, 0.103, 0.172], [-0.344, 0.147, -0.004], [-0.022, 0.066, 0.016], [-0.257, 0.015, -0.040], [-0.044, 0.015, -0.137], [-0.006, -0.013, 0.098], [0.131, 0.018, -0.107], [-0.009, -0.208, 0.223], [-0.027, 0.251, 0.053], [0.135, -0.257, 0.237], [-0.021, -0.141, -0.125], [-0.126, 0.077, -0.107], [0.114, -0.005, 0.079], [-0.064, -0.046, -0.149], [-0.098, -0.106, 0.043]]
}